(1)
# C13H28F4N2O5P

A cluster of 2 separate species, C13H28F4N2O5P in total at a distorted geometry (wB97M-V/def2-TZVPD, the Open Molecules 2025 dataset).

Element x y z (Å)
C  5.585  -2.703  0.399
C  5.005  -2.578  -1.042
C  3.880  -1.557  -0.973
F  4.458  -0.353  -0.664
N  3.059  -1.429  -2.179
C  2.714  -2.698  -2.818
C  2.008  -3.723  -1.890
O  0.713  -4.070  -2.432
C  0.008  -4.805  -1.463
C  -1.017  -3.961  -0.735
F  -1.887  -3.437  -1.570
F  -0.496  -2.979  0.000
F  -1.728  -4.711  0.093
C  1.919  -0.699  -1.936
O  0.865  -0.986  -2.340
O  2.051  0.486  -1.212
P  0.959  0.663  -0.016
O  0.441  2.039  -0.080
H  6.486  -3.314  0.405
H  5.717  -1.739  0.883
H  4.845  -3.281  0.970
H  5.831  -2.214  -1.655
H  4.696  -3.584  -1.318
H  3.257  -1.807  -0.098
H  3.589  -3.215  -3.207
H  2.071  -2.562  -3.684
H  2.593  -4.648  -1.825
H  1.827  -3.317  -0.890
H  -0.514  -5.640  -1.935
H  0.661  -5.253  -0.705
H  -0.144  -0.198  -0.129
H  1.527  0.461  1.261
C  -1.842  4.014  1.451
N  -3.123  3.225  1.336
C  -2.781  1.777  1.492
C  -3.715  3.441  -0.017
C  -4.105  3.588  2.435
C  -4.625  5.010  2.426
O  -3.560  5.934  2.592
H  -1.093  3.531  0.820
H  -2.009  5.022  1.094
H  -1.520  4.006  2.488
H  -2.085  1.511  0.702
H  -3.694  1.190  1.409
H  -2.324  1.634  2.469
H  -3.897  4.502  -0.161
H  -4.646  2.880  -0.083
H  -3.004  3.087  -0.760
H  -3.588  3.386  3.373
H  -4.944  2.898  2.336
H  -5.321  5.120  3.262
H  -5.168  5.233  1.503
H  -3.936  6.823  2.620

Its total charge is +1. The calculation puts the total energy at -47305.7173 eV. For the HOMO energy, the calculation gives -12.4855 eV. The calculation puts the orbital gap at 10.242 eV. The value obtained for the molar mass is 399.34 Da. For the energy above the lowest of the compared OMol25 structures with the same formula, charge and spin, the calculation gives 0.646 eV.

Löwdin population analysis, charges in e, atoms 1 to 4:
1 C -0.0789
2 C -0.1549
3 C -0.3506
4 F 0.0360


(2)
# C13H28HfINO3SSi

A structure of composition C13H28HfINO3SSi at a distorted geometry (wB97M-V/def2-TZVPD, the Open Molecules 2025 dataset).

Element x y z (Å)
Hf  -14.246  1.366  -0.570
C  -11.440  -1.451  -6.398
C  -12.047  -0.768  -5.236
C  -11.102  -0.107  -4.324
C  -13.487  -0.333  -5.309
O  -15.211  1.667  -2.267
Si  -15.881  3.176  -2.006
S  -15.082  3.513  0.001
O  -17.457  3.331  -1.935
C  -18.477  3.489  -2.992
C  -18.186  2.368  -3.945
C  -18.297  4.915  -3.525
C  -19.780  3.343  -2.217
O  -15.323  4.217  -3.084
C  -14.149  4.973  -3.467
C  -14.694  6.107  -4.339
C  -13.257  4.043  -4.271
C  -13.535  5.600  -2.241
H  -12.215  -2.093  -6.793
H  -10.507  -1.958  -6.111
H  -11.211  -0.690  -7.149
H  -10.251  -0.680  -4.047
H  -11.588  0.347  -3.460
H  -10.514  0.708  -4.909
H  -14.179  -1.155  -4.970
H  -13.727  -0.139  -6.349
H  -13.658  0.611  -4.765
H  -17.451  2.579  -4.704
H  -19.116  1.990  -4.477
H  -17.776  1.420  -3.478
H  -17.423  4.887  -4.226
H  -18.139  5.606  -2.644
H  -19.194  5.236  -4.069
H  -19.798  2.382  -1.684
H  -20.590  3.484  -2.859
H  -19.802  4.156  -1.468
H  -15.221  5.731  -5.248
H  -13.889  6.804  -4.668
H  -15.385  6.668  -3.739
H  -13.778  3.861  -5.246
H  -12.973  3.148  -3.687
H  -12.359  4.625  -4.526
H  -14.182  6.354  -1.819
H  -12.550  5.982  -2.598
H  -13.310  4.888  -1.445
N  -11.076  1.970  -1.036
C  -12.212  1.755  -0.694
H  -10.042  1.977  -0.887
I  -14.552  -0.619  1.300

Its total charge is +2. The calculation puts the total energy at -49676.5975 eV. For the HOMO energy, the calculation gives -15.1342 eV. The calculation puts the orbital gap at 6.223 eV. The value obtained for the molar mass is 611.92 Da.

Löwdin population analysis, charges in e, atoms 1 to 4:
1 Hf 0.7044
2 C 0.0121
3 C -0.1398
4 C -0.0040


(3)
# C13H28MoNO3P2

A structure of composition C13H28MoNO3P2 at a distorted geometry (wB97M-V/def2-TZVPD, the Open Molecules 2025 dataset).

Element x y z (Å)
C  1.023  2.538  -2.492
C  1.001  1.471  -1.561
N  -0.212  0.896  -1.211
C  -1.298  1.125  -1.976
C  -1.283  2.090  -2.987
C  -0.117  2.829  -3.229
C  2.161  0.975  -0.900
P  2.070  -0.673  -0.197
Mo  -0.170  -0.625  0.407
P  -2.469  -0.480  -0.041
C  -2.539  0.305  -1.704
O  2.725  2.543  1.379
O  1.386  1.119  3.092
H  1.980  3.043  -2.661
H  -2.211  2.259  -3.539
H  -0.101  3.598  -4.006
C  2.749  -1.649  -1.573
C  3.422  -0.764  1.034
H  -3.434  0.945  -1.748
H  -2.651  -0.501  -2.451
H  2.503  2.120  0.516
H  3.128  1.360  -1.237
C  -3.669  -1.826  -0.141
C  -3.318  0.778  0.977
H  0.554  0.611  2.285
H  1.933  0.353  3.390
H  2.012  1.660  2.525
H  2.296  3.423  1.340
H  -0.247  -1.985  -0.572
H  -0.419  0.451  1.756
H  3.782  -1.322  -1.780
H  2.712  -2.701  -1.258
H  2.115  -1.487  -2.457
H  4.381  -0.512  0.560
H  3.274  -0.089  1.892
H  3.446  -1.797  1.402
H  -4.345  0.919  0.612
H  -3.325  0.429  2.018
H  -2.763  1.724  0.932
H  -4.654  -1.426  -0.414
H  -3.338  -2.557  -0.889
H  -3.729  -2.323  0.836
C  -1.153  -2.992  2.309
C  0.031  -2.121  1.988
O  1.111  -2.096  2.600
H  -1.995  -2.379  2.668
H  -0.881  -3.710  3.092
H  -1.473  -3.548  1.415

Its expectation value of S² is 2.0798. Its total charge is +1. The calculation puts the total energy at -41991.4449 eV. For the HOMO energy (spin up / spin down), the calculation gives -10.2746 / -10.3999 eV. The calculation puts the orbital gap (spin up / spin down) at 4.975 / 5.836 eV. The value obtained for the molar mass is 404.26 Da. Its spin multiplicity is 3.

Löwdin population analysis, charges in e, atoms 1 to 4:
1 C -0.0244
2 C -0.3510
3 N -0.0638
4 C -0.3420


Look up the molar mass of the first one. 399.34 Da